Computed, not measured: C39H104Li2N8O18 as an isolated structure in a non-equilibrium geometry, with the ωB97M-V functional and the def2-TZVPD basis.

Last column: Löwdin charge in e.
Atoms and positions in Å:
O -0.1184 5.4220 -3.2266  -0.209
O -1.4536 -2.9634 3.8304  -0.171
O -3.2135 -5.8527 -1.8946  0.016
O -4.0085 4.0428 -3.2440  -0.190
O -4.0440 -0.5108 -0.5657  -0.058
O 2.9240 0.5345 -4.0290  -0.046
O -5.6024 -1.6214 7.6439  -0.224
O 1.0448 -4.3693 -2.3884  -0.273
O -1.3919 -1.5294 -1.4256  -0.435
O -3.3597 -0.4728 -3.3043  -0.054
O 4.7904 -2.5980 -1.5430  -0.238
O 2.7496 -1.7321 3.9357  -0.241
O 2.2665 2.9790 5.8868  -0.218
O -0.0586 -0.7118 -6.6394  -0.177
O 1.7462 -0.7868 -1.5795  -0.461
O 4.2204 0.4503 2.2241  -0.210
O 2.5980 4.1673 -8.1056  -0.187
O -2.4927 4.4550 1.8535  -0.185
N 1.6215 0.7460 3.8140  -0.042
N 3.5408 -2.0228 1.0243  -0.089
N -4.1539 2.9352 0.2593  -0.056
N 0.8876 -2.3109 -4.4089  -0.122
N -2.2171 -4.3192 -0.5118  0.148
N 1.8641 3.9434 -4.3846  -0.066
N -2.5648 -3.7278 -2.4391  0.155
N -3.4083 -2.8937 6.4066  -0.078
C 2.0257 -3.1354 -4.2494  -0.201
C 2.4967 3.6748 -5.6410  -0.212
C 1.9223 1.6370 6.1002  -0.221
C 2.3287 1.7903 3.1477  -0.227
C -4.6115 3.8023 -2.0196  -0.218
C 0.5817 3.2234 -4.2333  -0.173
C 4.6668 -3.6511 -0.5096  -0.149
C -5.3875 -3.0707 7.8626  -0.142
C 1.0099 -5.3910 -1.3099  -0.018
C 2.9782 -2.0497 5.3540  -0.042
C 2.4985 2.9015 -8.6880  -0.136
C -1.5466 5.3617 2.3471  -0.115
C -0.0454 -2.8483 -5.3713  -0.171
C 1.6553 -4.5772 -3.6619  -0.170
C -3.5745 3.0499 -1.0430  -0.190
C -1.9556 -3.0017 6.2778  -0.194
C 0.9128 1.1185 5.0208  -0.150
C 2.8158 3.6819 6.9783  -0.100
C 2.3069 -2.5620 1.5744  -0.156
C -0.6762 0.5630 -6.6738  -0.105
C -4.8749 4.7966 -4.1006  -0.101
C 0.6736 0.1064 -1.3041  -0.344
C -1.3693 -2.2174 5.0583  -0.184
C -3.8416 -3.4629 7.6919  -0.187
C 4.6245 -3.0226 0.8862  -0.169
C 3.1575 1.3257 1.9612  -0.201
C -2.6957 -4.7623 -1.6708  -0.752
C -0.1573 3.9823 -3.0838  -0.179
C 5.2249 -3.0824 -2.7747  -0.120
C 5.0536 0.8181 3.3069  -0.075
C -0.8313 6.1155 -2.2331  -0.095
C -6.9153 -1.2147 7.6258  -0.145
C -1.3639 -2.1760 2.7051  -0.141
C 1.9706 4.5228 -6.8596  -0.153
C -1.9894 3.1789 1.4994  -0.226
C 2.4022 -2.8717 3.1135  -0.158
C -0.7251 -0.4447 -0.7369  -0.287
C -3.2499 2.3671 1.2497  -0.197
C -0.8860 -1.6856 -5.9870  -0.174
Li 3.5131 -0.9148 -0.7375  0.669
Li 0.3627 -2.3635 -2.3268  0.611
H -3.6986 -1.9265 6.4264  0.093
H 5.5192 -4.3295 -0.5444  0.127
H -3.6849 -4.5248 7.5023  0.109
H -0.6217 5.4970 1.7864  0.082
H -3.2233 -3.2602 8.5664  0.101
H 2.4451 0.8852 1.2636  0.105
H -1.6731 -4.0415 6.1131  0.119
H -5.7347 -3.2767 8.8750  0.102
H 0.9216 -5.1602 -4.2187  0.117
H 1.2419 -1.4324 -4.7593  0.103
H 3.4207 2.2143 1.3873  0.128
H 4.5696 -3.8778 -3.1300  0.080
H 3.7644 -4.1793 -0.8178  0.103
H 5.9782 0.2738 3.1141  0.097
H -2.0983 6.2880 2.5072  0.090
H 2.0389 -5.4272 -0.9523  0.061
H -6.7418 -0.1438 7.7323  0.094
H 2.5407 0.1565 -3.2375  -0.024
H 3.8893 -2.6437 5.4257  0.089
H 0.4439 -4.9491 -0.4899  0.070
H 3.7904 4.0425 6.6491  0.083
H 1.5917 -1.7396 1.5912  0.098
H 2.1843 -2.6908 5.7371  0.080
H 1.5109 -3.4262 3.4071  0.121
H 2.5909 2.5936 -5.7419  0.095
H 2.8029 2.0992 -8.0158  0.072
H -3.1502 -3.7533 -3.2617  0.118
H -1.9374 -3.3500 -0.4622  0.065
H -5.8750 4.3764 -4.2068  0.088
H 0.3841 0.6698 -2.1911  0.082
H 1.7227 4.9085 -4.1222  0.098
H -4.2771 -0.2461 -1.4555  0.004
H -4.9248 4.7196 -1.5211  0.112
H 2.5651 -3.2743 -5.1863  0.130
H 2.2401 5.5516 -6.6205  0.120
H 2.1901 4.5500 7.1861  0.087
H -1.5547 -1.2963 -5.2192  0.102
H 0.2016 3.7041 -2.0929  0.116
H 3.8697 -1.3743 1.7253  0.068
H 2.2749 1.1704 -4.3299  -0.019
H -1.1728 3.5996 -3.1849  0.106
H -3.8113 2.3106 2.1823  0.120
H -2.2047 -2.8509 -2.0906  0.022
H -1.5684 -2.0182 -6.7692  0.122
H 6.2780 -3.3532 -2.8503  0.095
H -2.2726 -1.5846 2.5928  0.101
H 0.8888 4.4902 -6.9885  0.111
H -1.3499 -2.7588 1.7841  0.075
H 1.6503 2.6004 2.8800  0.127
H -1.2599 3.1744 0.6895  0.107
H 5.1355 1.8984 3.4267  0.098
H 3.1564 2.7741 -9.5477  0.087
H -4.8948 5.8483 -3.8145  0.082
H -1.7777 -1.2069 5.0721  0.118
H 3.2311 -3.5711 3.2224  0.101
H -2.5952 3.5285 -1.0449  0.088
H -0.4774 -1.5446 2.6459  0.069
H -0.0660 3.3384 -5.1024  0.103
H 4.6470 -3.8409 1.6059  0.117
H 0.7408 2.1535 -4.0984  0.083
H 2.5480 -5.2019 -3.6897  0.111
H -4.4447 4.9236 -5.0940  0.081
H 0.4819 -3.4337 -6.1245  0.122
H -0.8564 0.8954 -5.6515  0.081
H -5.5198 3.2010 -2.0602  0.119
H 5.5931 -2.5253 0.9383  0.128
H -1.5896 0.7125 -7.2494  0.091
H 2.9249 -1.1902 6.0222  0.076
H -1.5654 -2.6308 7.2257  0.107
H 2.5338 -2.5602 -3.4754  0.095
H 2.2427 -0.0496 3.8490  0.054
H -0.3002 -2.0765 5.2174  0.092
H -3.6449 -1.2277 -3.8192  0.033
H 2.8622 1.0941 6.1996  0.110
H -2.7333 -0.8333 -2.6767  -0.023
H 0.1745 1.8811 4.7729  0.120
H -1.8437 5.7127 -2.2021  0.076
H 3.5330 3.9660 -5.4699  0.118
H -7.5478 -1.5191 8.4597  0.085
H 0.4322 0.3001 5.5569  0.097
H -0.6105 -0.7293 0.3090  0.080
H 2.9809 3.0976 7.8835  0.086
H -4.3435 3.8792 0.5643  0.096
H -0.6912 -3.5094 -4.7934  0.110
H 1.3700 1.5819 7.0383  0.112
H 5.1756 -2.2332 -3.4563  0.100
H 1.7428 -3.2508 0.9457  0.122
H 1.5271 2.5169 -8.9986  0.074
H -0.8283 7.1642 -2.5302  0.093
H 0.6726 -6.3665 -1.6601  0.100
H -6.0775 -3.7254 7.3303  0.112
H -3.3999 2.0461 -1.4302  0.102
H -1.2225 5.0418 3.3374  0.079
H -3.1360 -0.8060 -0.6331  -0.026
H 0.9946 0.8031 -0.5297  0.078
H -0.3480 5.9293 -1.2740  0.082
H -2.0735 -5.0048 0.2158  0.111
H -1.3853 0.4223 -0.7588  0.083
H -0.0249 1.3063 -7.1336  0.072
H -7.2882 -1.5283 6.6508  0.095
H 4.7081 0.4796 4.2837  0.078
H -1.4060 2.6763 2.2708  0.110
H 2.9879 2.3229 3.8331  0.091
H -3.0312 1.3194 1.0436  0.098

Atoms 1-6, force components in eV/Å:
O 0.7 -1.4 -1.1
O -0.4 -0.4 1.7
O 0.4 0.1 -0.2
O -0.5 0.4 -1.3
O -0.6 0.2 0.8
O 0.4 -0.1 -0.6



Computed, not measured: C5H11NO as an isolated structure in a non-equilibrium geometry, with the ωB97M-V functional and the def2-TZVPD basis.

Last column: Löwdin charge in e.
Atoms and positions in Å:
O -0.9596 -0.3786 -1.7069  -0.151
N 1.0876 0.2673 0.7778  -0.269
C 1.9835 0.1076 1.8824  -0.071
C -0.1750 0.2910 -0.7869  -0.370
C -2.2389 0.1865 -1.8282  -0.105
C -0.3068 -0.0008 0.7371  -0.138
C 1.2041 -0.3161 -0.5094  -0.137
H 2.9748 0.4607 1.5747  0.086
H -2.7776 -0.4043 -2.5702  0.090
H 2.1315 -0.1175 -1.0772  0.124
H -0.3100 -1.3313 0.5563  0.156
H -2.1875 1.2319 -2.1691  0.090
H 0.7096 -1.5532 -0.2834  0.158
H 2.0627 -0.9329 2.2270  0.084
H -0.9278 0.5706 1.4572  0.122
H 1.6379 0.7387 2.7091  0.085
H -0.1447 1.3747 -0.9889  0.155
H -2.7862 0.1575 -0.8754  0.092

Atoms 1-6, force components in eV/Å:
O 0.0 -0.2 -0.1
N 0.2 0.4 0.1
C 0.0 -0.1 0.1
C 0.1 -0.1 0.0
C -0.3 0.1 -0.1
C -0.3 -1.3 0.1



Computed, not measured: a 2-piece molecular cluster, C4H6O4 overall in a non-equilibrium geometry, with the ωB97M-V functional and the def2-TZVPD basis.

Last column: Löwdin charge in e.
Atoms and positions in Å:
O -0.3965 -0.7825 2.8500  -0.133
O 1.3478 -0.0702 -1.0873  -0.102
O -2.5920 -0.3614 2.6170  -0.159
O 1.3381 2.1278 -1.5513  -0.101
C -1.4643 -0.7214 2.1888  -0.788
C -1.3912 -1.3036 0.7210  -0.054
C 1.6676 0.4181 -3.3381  -0.079
C 1.4087 0.9264 -1.8451  -0.791
H -0.4144 -1.1498 0.2717  0.029
H 1.3418 0.9900 -4.2248  0.030
H -1.5250 -2.3871 0.7713  0.039
H 0.9819 -0.4342 -3.4099  0.038
H -2.1724 -0.8579 0.1130  0.039
H 2.7160 0.1528 -3.3687  0.032

Atoms 1-6, force components in eV/Å:
O -0.3 0.1 -0.2
O 0.1 0.4 -0.1
O -0.1 0.1 -0.3
O 0.1 0.6 -0.6
C 0.4 -0.9 0.2
C 0.1 0.4 0.8

Properties
total charge	-2



| no. | HOMO (eV) |
| --- | --- |
| 1 | -7.943 |
| 2 | -8.834 |
| 3 | -0.793 |